Entry from the OMol25 dataset: a cluster of 8 separate species, C43H74BrN3O9S3 in total in a non-equilibrium geometry (the ωB97M-V functional and the def2-TZVPD basis).

The value obtained for the HOMO-LUMO gap is 8.709 eV. The spin multiplicity is 1. Its SMILES is CC[C@@H](Br)c1cccc2c1Sc1cc(-c3ccncc3)cc(N=C=S)c1N2S(C)(=O)=O.CC(C)O.CC(C)O.CC(C)O.CC(C)O.CC(C)O.CC(C)O.CC(C)O. The HOMO energy comes out at -8.65 eV. As for the maximum force: 3.27 eV/Å.

Each line ends with the Mulliken charge.
CARTESIAN COORDINATES (ANGSTROEM)
C 1.19 4.65 -0.15  -0.932
C 0.36 3.49 0.45  -0.293
C -1.08 3.48 -0.13  -0.758
Br -2.16 4.99 0.49  -0.117
C -1.01 3.39 -1.64  0.656
C -0.98 4.49 -2.48  0.032
C -0.91 4.37 -3.84  -1.246
C -0.91 3.11 -4.42  0.024
C -0.95 2.00 -3.62  -1.470
C -0.98 2.14 -2.24  0.695
S -0.99 0.61 -1.30  -0.339
C -2.07 -0.37 -2.34  1.171
C -3.01 -1.21 -1.80  -0.431
C -3.84 -1.92 -2.65  0.839
C -4.92 -2.84 -2.18  0.666
C -6.11 -2.94 -2.93  -0.448
C -7.08 -3.79 -2.48  -0.586
N -7.01 -4.56 -1.40  -0.378
C -5.89 -4.43 -0.71  -0.190
C -4.82 -3.61 -1.03  -0.952
C -3.68 -1.76 -4.02  -0.978
C -2.75 -0.91 -4.56  -0.008
N -2.64 -0.74 -6.00  -0.627
C -2.06 -1.70 -6.50  0.440
S -1.16 -2.82 -7.08  -0.325
C -1.91 -0.20 -3.70  -1.407
N -0.95 0.71 -4.26  0.571
S 0.60 0.00 -4.40  1.478
C 1.88 1.23 -4.12  -1.048
O 0.78 -0.44 -5.76  -0.701
O 0.75 -1.14 -3.52  -0.694
H 1.46 4.40 -1.19  0.107
H 2.12 4.84 0.40  0.494
H 0.53 5.52 -0.19  0.195
H 0.83 2.55 0.14  0.277
H 0.31 3.53 1.55  0.423
H -1.56 2.58 0.27  0.628
H -0.99 5.48 -2.01  0.192
H -0.88 5.23 -4.51  0.456
H -0.89 2.97 -5.50  0.564
H -3.11 -1.31 -0.72  0.516
H -6.19 -2.31 -3.81  0.539
H -8.00 -3.86 -3.06  0.331
H -5.80 -5.02 0.21  0.439
H -3.93 -3.57 -0.42  0.380
H -4.33 -2.32 -4.69  0.641
H 1.68 2.05 -4.82  0.317
H 2.82 0.78 -4.44  0.563
H 1.90 1.54 -3.07  0.254
C -7.65 -9.67 0.54  -1.415
C -7.79 -8.23 1.03  0.330
C -9.01 -7.56 0.43  -1.022
O -6.62 -7.49 0.67  -0.525
H -7.53 -9.70 -0.54  0.338
H -6.76 -10.13 0.97  0.344
H -8.52 -10.26 0.82  0.385
H -7.85 -8.21 2.11  0.294
H -8.94 -7.52 -0.66  0.354
H -9.10 -6.53 0.77  0.118
H -9.93 -8.09 0.70  0.416
H -6.55 -7.49 -0.29  0.350
C 3.38 7.25 -4.00  -1.367
C 1.93 6.92 -3.68  0.877
C 0.99 7.98 -4.23  -1.559
O 1.76 6.81 -2.27  -0.432
H 3.67 8.20 -3.54  0.389
H 4.04 6.49 -3.59  0.195
H 3.55 7.32 -5.07  0.409
H 1.68 5.95 -4.11  0.088
H 1.20 8.95 -3.78  0.390
H -0.05 7.74 -3.99  0.344
H 1.09 8.07 -5.32  0.390
H 1.98 7.66 -1.88  0.274
C 6.62 2.73 -2.82  -1.317
C 5.86 3.40 -3.96  0.460
C 6.33 4.83 -4.17  -1.421
O 4.46 3.39 -3.67  -0.377
H 6.45 3.27 -1.88  0.326
H 6.27 1.71 -2.67  0.308
H 7.69 2.71 -3.02  0.402
H 6.00 2.83 -4.88  0.334
H 6.16 5.43 -3.27  0.303
H 5.77 5.30 -4.98  0.293
H 7.39 4.87 -4.41  0.464
H 4.32 3.89 -2.86  0.244
C -9.60 -4.48 3.25  -1.211
C -11.00 -4.67 2.70  0.520
C -11.76 -3.35 2.65  -1.366
O -11.71 -5.61 3.50  -0.562
H -9.63 -4.10 4.28  0.423
H -9.07 -5.44 3.29  0.270
H -9.02 -3.79 2.64  0.320
H -10.94 -5.09 1.69  0.253
H -11.87 -2.93 3.65  0.342
H -12.76 -3.50 2.26  0.340
H -11.25 -2.62 2.02  0.350
H -11.77 -5.24 4.39  0.346
C 8.71 -0.49 0.43  -1.411
C 8.06 0.89 0.43  0.590
C 7.83 1.39 1.84  -1.260
O 6.82 0.84 -0.28  -0.461
H 8.05 -1.21 0.92  0.336
H 8.86 -0.84 -0.59  0.358
H 9.67 -0.48 0.94  0.384
H 8.71 1.59 -0.11  0.257
H 7.15 0.73 2.38  0.253
H 7.36 2.38 1.83  0.341
H 8.76 1.46 2.40  0.353
H 6.25 0.23 0.18  0.287
C 7.01 -1.58 6.53  -1.055
C 7.86 -0.66 5.67  0.373
C 8.70 0.28 6.54  -1.288
O 7.02 0.11 4.81  -0.446
H 6.31 -1.00 7.14  0.178
H 6.41 -2.24 5.90  0.288
H 7.63 -2.19 7.19  0.411
H 8.52 -1.25 5.03  0.261
H 8.05 0.91 7.15  0.324
H 9.30 0.94 5.91  0.312
H 9.37 -0.28 7.19  0.376
H 6.43 0.64 5.36  0.298
C 1.78 -0.11 6.17  -1.286
C 2.63 -1.09 6.96  0.378
C 2.08 -1.31 8.36  -1.304
O 3.97 -0.60 7.04  -0.460
H 1.76 0.87 6.66  0.348
H 2.19 0.04 5.17  0.309
H 0.75 -0.47 6.07  0.378
H 2.68 -2.04 6.43  0.236
H 2.07 -0.37 8.92  0.355
H 2.70 -2.01 8.91  0.321
H 1.06 -1.70 8.32  0.387
H 3.95 0.24 7.51  0.308

Entry from the OMol25 dataset: a cluster of 5 separate species, C32H40F5N4O in total in a non-equilibrium geometry (the ωB97M-V functional and the def2-TZVPD basis).

Its charge is +1. The value obtained for the HOMO-LUMO gap is 7.668 eV. The spin multiplicity is 1. The HOMO energy comes out at -10.43 eV. As for the maximum force: 4.59 eV/Å.

Each line ends with the Mulliken charge.
CARTESIAN COORDINATES (ANGSTROEM)
C 8.56 -1.17 2.59  -0.576
N 8.30 -1.66 1.18  -0.299
C 7.75 -0.58 0.27  -0.594
N 6.34 -0.13 0.59  0.117
C 6.13 0.99 1.61  0.043
O 6.90 2.24 1.46  -0.476
C 4.47 1.17 1.58  -0.220
N 3.95 1.68 2.92  -0.642
C 3.99 -0.39 1.42  0.034
C 2.53 -0.75 0.78  0.096
C 1.84 -1.91 1.75  -0.761
N 2.71 -3.17 1.81  -0.468
C 5.31 -1.23 0.92  -0.084
F 5.10 -2.26 -0.16  -0.381
H 9.30 -1.92 3.13  0.312
H 7.57 -1.17 3.25  0.178
H 9.03 -0.10 2.64  0.220
H 7.75 -2.55 1.15  0.309
H 7.70 -1.06 -0.82  0.314
H 8.51 0.33 0.15  0.382
H 6.08 0.37 -0.31  0.396
H 6.26 0.47 2.66  0.092
H 7.86 2.00 1.66  0.369
H 4.06 1.88 0.75  0.341
H 4.35 1.09 3.68  0.319
H 2.90 1.64 2.96  0.324
H 3.87 -0.72 2.56  0.067
H 2.62 -1.26 -0.30  0.307
H 1.78 0.18 0.73  -0.095
H 1.77 -1.51 2.85  0.212
H 0.73 -2.14 1.40  0.338
H 3.54 -3.00 2.45  0.246
H 3.03 -3.46 0.86  0.289
H 5.74 -1.65 1.94  0.284
F 1.59 2.60 0.18  -0.207
C 0.32 2.85 -0.15  0.354
C -0.57 3.29 0.83  -0.337
C -1.89 3.55 0.48  -0.631
C -2.32 3.36 -0.83  -0.614
C -1.42 2.92 -1.81  -0.516
C -0.09 2.66 -1.46  -0.290
H -0.22 3.42 1.85  0.407
H -2.59 3.90 1.24  0.396
H -3.35 3.57 -1.10  0.623
H -1.76 2.77 -2.83  0.395
H 0.62 2.32 -2.21  0.394
F -5.39 2.99 -1.45  -0.319
C -5.67 1.71 -1.71  0.314
C -6.60 1.39 -2.70  -0.463
C -6.88 0.06 -2.97  -0.371
C -6.25 -0.95 -2.24  -0.511
C -5.32 -0.63 -1.25  -0.465
C -5.03 0.71 -0.98  -0.230
H -7.08 2.19 -3.24  0.569
H -7.60 -0.20 -3.75  0.366
H -6.47 -2.00 -2.45  0.364
H -4.83 -1.42 -0.68  0.366
H -4.31 0.98 -0.22  0.423
F -7.33 2.60 -5.11  -0.309
C -7.26 2.03 -6.32  0.234
C -6.11 2.17 -7.08  -0.370
C -6.04 1.57 -8.34  -0.401
C -7.13 0.84 -8.83  -0.440
C -8.28 0.71 -8.06  -0.414
C -8.35 1.30 -6.80  -0.226
H -5.28 2.74 -6.69  0.406
H -5.14 1.66 -8.94  0.350
H -7.07 0.38 -9.81  0.362
H -9.13 0.15 -8.44  0.351
H -9.24 1.20 -6.18  0.427
F -1.76 -0.82 5.98  -0.303
C -1.26 -2.05 5.82  0.238
C -1.45 -3.00 6.82  -0.424
C -0.92 -4.28 6.65  -0.326
C -0.20 -4.60 5.50  -0.604
C -0.02 -3.64 4.50  -0.142
C -0.55 -2.36 4.66  -0.322
H -2.00 -2.74 7.71  0.412
H -1.07 -5.04 7.42  0.366
H 0.21 -5.60 5.37  0.374
H 0.55 -3.88 3.61  0.306
H -0.42 -1.60 3.90  0.446

Entry from the OMol25 dataset: a cluster of 3 separate species, C21H21ClN2O2 in total in a non-equilibrium geometry (the ωB97M-V functional and the def2-TZVPD basis).

The value obtained for the HOMO-LUMO gap is 7.911 eV. The spin multiplicity is 1. Its SMILES is C=CC1=CC(=O)C(C[C@H](C)Cl)=CC1=O.c1ccncc1.c1ccncc1. The HOMO energy comes out at -8.58 eV. The energy relative to the best compared isomer or geometry (same formula, charge and spin) is 170.0 kcal per mole. As for the maximum force: 3.47 eV/Å.

Each line ends with the Mulliken charge.
CARTESIAN COORDINATES (ANGSTROEM)
C 2.23 -0.95 -1.56  -0.478
C 1.78 -2.29 -1.69  -0.496
C 0.22 -2.59 -1.63  0.487
C -0.55 -2.26 -0.49  -0.225
C -2.12 -2.57 -0.60  0.222
O -2.79 -3.05 0.33  -0.558
C -2.76 -2.26 -2.04  0.473
C -4.19 -1.57 -2.10  -0.978
C -3.94 0.01 -1.88  0.324
C -5.27 0.77 -1.41  -1.130
Cl -3.33 0.68 -3.49  -0.217
C -1.99 -2.63 -3.17  -0.387
C -0.55 -3.27 -2.87  0.241
O -0.11 -4.23 -3.52  -0.553
H 3.14 -0.64 -0.93  0.183
H 1.72 -0.09 -2.13  0.259
H 2.55 -3.12 -1.89  0.368
H -0.13 -1.77 0.44  0.283
H -4.78 -1.92 -1.20  0.312
H -4.69 -1.77 -3.10  0.409
H -3.12 0.21 -1.11  0.205
H -4.93 1.84 -1.14  0.325
H -5.71 0.29 -0.49  0.326
H -6.03 0.88 -2.25  0.297
H -2.38 -2.43 -4.22  0.335
C 4.34 0.06 3.76  -0.195
C 2.98 -0.06 3.47  -0.564
C 2.61 -0.41 2.19  -0.318
N 3.49 -0.64 1.19  -0.147
C 4.79 -0.51 1.49  -0.127
C 5.26 -0.17 2.75  -0.590
H 4.67 0.33 4.75  0.383
H 2.24 0.12 4.23  0.383
H 1.57 -0.51 1.92  0.399
H 5.47 -0.70 0.67  0.376
H 6.33 -0.09 2.93  0.377
C 0.22 4.54 1.11  -0.106
C -0.88 3.72 1.31  -0.558
C -0.66 2.38 1.58  -0.310
N 0.56 1.83 1.66  -0.086
C 1.61 2.65 1.47  0.105
C 1.49 4.00 1.19  -0.789
H 0.09 5.60 0.90  0.379
H -1.89 4.11 1.25  0.361
H -1.49 1.70 1.74  0.417
H 2.58 2.17 1.54  0.217
H 2.37 4.61 1.05  0.369

Entry from the OMol25 dataset: the molecule C3H6N2O in a non-equilibrium geometry (the ωB97M-V functional and the def2-TZVPD basis).

The value obtained for the HOMO-LUMO gap is 8.980 eV. The spin multiplicity is 1. Its SMILES is N/C=C/C=N/O. The HOMO energy comes out at -8.28 eV. The energy relative to the best compared isomer or geometry (same formula, charge and spin) is 116.3 kcal per mole. As for the maximum force: 6.51 eV/Å.

Each line ends with the Mulliken charge.
CARTESIAN COORDINATES (ANGSTROEM)
N 2.51 -0.15 -0.26  -0.523
C 1.11 0.26 -0.01  -0.008
C 0.15 -0.55 0.37  -0.412
C -1.18 -0.06 0.01  0.025
N -2.30 -0.73 -0.40  -0.310
O -3.33 0.09 0.01  -0.327
H 3.40 0.48 0.01  0.235
H 2.88 -1.09 -0.14  0.228
H 0.92 1.31 -0.32  0.257
H 0.21 -1.64 0.47  0.297
H -1.24 0.94 0.28  0.211
H -3.12 1.13 -0.01  0.328

Entry from the OMol25 dataset: a structure of composition C48H63CrGeNO4P2Si in a non-equilibrium geometry (the ωB97M-V functional and the def2-TZVPD basis).

Its charge is -2. The value obtained for the HOMO-LUMO gap (spin up / spin down) is 3.760 / 5.891 eV. The spin multiplicity is 5. The HOMO energy (spin up / spin down) comes out at 0.08 / -2.06 eV. The energy relative to the best compared isomer or geometry (same formula, charge and spin) is 0.0 kcal per mole. As for the maximum force: 1.17 eV/Å.

Each line ends with the Mulliken charge.
CARTESIAN COORDINATES (ANGSTROEM)
Cr -1.39 -0.52 1.13  0.245
O -4.64 1.47 2.52  -0.850
C -3.53 1.04 2.22  0.305
O -3.30 -0.01 1.50  -0.293
C -2.27 1.73 2.66  0.024
C -2.16 2.95 3.27  -0.822
C -0.88 3.51 3.48  -0.851
C 0.24 2.82 3.01  -0.780
C 0.08 1.59 2.42  -0.318
N -1.16 1.03 2.27  1.090
C 1.12 0.75 1.78  0.654
O 2.33 0.95 1.95  -0.913
O 0.63 -0.19 1.03  0.521
H -3.06 3.46 3.58  0.533
H -0.77 4.47 3.97  0.368
H 1.24 3.23 3.09  0.551
C -2.39 -1.48 4.54  -1.830
C -2.55 -2.80 3.78  2.785
C -4.01 -2.85 3.31  -2.375
C -2.36 -3.94 4.79  -2.173
Si -1.33 -2.79 2.19  0.901
C -1.90 -4.30 1.00  3.058
C -2.19 -5.65 1.67  -2.030
C -3.17 -3.87 0.25  -2.203
C -0.82 -4.53 -0.06  -2.252
C 0.49 -3.29 2.89  3.101
C 0.67 -4.73 3.40  -2.178
C 0.85 -2.34 4.04  -2.075
C 1.56 -3.08 1.81  -1.970
H -3.08 -1.45 5.40  0.565
H -2.64 -0.64 3.90  0.214
H -1.38 -1.33 4.92  0.250
H -4.69 -2.66 4.16  0.615
H -4.27 -3.83 2.90  0.343
H -4.20 -2.08 2.56  0.278
H -3.16 -3.92 5.54  0.565
H -1.41 -3.85 5.32  0.329
H -2.38 -4.92 4.31  0.308
H -3.07 -5.59 2.32  0.323
H -1.35 -5.99 2.27  0.274
H -2.40 -6.41 0.91  0.536
H -4.03 -3.79 0.92  0.230
H -3.42 -4.60 -0.53  0.645
H -3.02 -2.90 -0.21  -0.425
H 0.04 -5.06 0.36  0.350
H -0.46 -3.58 -0.47  0.194
H -1.21 -5.13 -0.89  0.565
H -0.07 -5.01 4.15  0.269
H 1.67 -4.83 3.86  0.563
H 0.62 -5.45 2.58  0.349
H 0.28 -2.56 4.94  0.385
H 0.66 -1.30 3.75  0.138
H 1.92 -2.42 4.28  0.582
H 1.42 -3.75 0.96  0.195
H 2.56 -3.27 2.22  0.622
H 1.53 -2.06 1.44  -0.218
C 2.63 1.83 -1.02  -1.270
P 0.89 1.22 -1.36  -0.489
C 1.37 -0.40 -2.09  0.652
C 0.72 -0.92 -3.22  -0.208
C 1.05 -2.17 -3.71  -0.731
C 2.00 -2.95 -3.06  -0.689
C 2.63 -2.46 -1.93  -0.299
C 2.32 -1.19 -1.45  -0.428
C 0.53 2.16 -2.92  0.959
C 1.24 2.06 -4.11  -0.086
C 0.88 2.84 -5.20  -0.793
C -0.20 3.70 -5.13  -0.514
C -0.93 3.79 -3.95  -0.778
C -0.56 3.01 -2.86  -0.670
P 2.57 3.63 -0.59  -0.153
C 4.27 3.90 0.05  0.516
C 5.21 2.90 0.29  -0.149
C 6.47 3.21 0.78  -0.657
C 6.83 4.53 1.02  -0.442
C 5.89 5.54 0.80  -0.546
C 4.63 5.23 0.32  -0.511
C 2.85 4.42 -2.23  0.647
C 3.90 4.08 -3.07  -0.645
C 4.15 4.79 -4.23  -0.690
C 3.36 5.89 -4.56  -0.390
C 2.32 6.25 -3.72  -0.591
C 2.07 5.53 -2.57  -0.036
H 3.33 1.59 -1.82  0.896
H 2.91 1.33 -0.09  0.409
H -0.05 -0.34 -3.71  0.355
H 0.55 -2.55 -4.59  0.383
H 2.25 -3.94 -3.44  0.358
H 3.37 -3.05 -1.41  0.378
H 2.79 -0.84 -0.54  -0.105
H 2.09 1.40 -4.18  0.443
H 1.46 2.77 -6.12  0.387
H -0.46 4.32 -5.98  0.366
H -1.78 4.45 -3.88  0.451
H -1.12 3.08 -1.93  0.529
H 4.94 1.86 0.13  0.309
H 7.18 2.42 0.96  0.396
H 7.81 4.77 1.40  0.354
H 6.16 6.57 1.00  0.371
H 3.91 6.01 0.14  0.354
H 4.54 3.24 -2.81  0.339
H 4.97 4.51 -4.88  0.369
H 3.57 6.46 -5.46  0.372
H 1.70 7.11 -3.98  0.396
H 1.25 5.81 -1.92  0.356
C -3.64 -2.08 -3.26  -1.526
Ge -3.58 -0.75 -1.74  1.062
C -5.25 -1.06 -0.72  -1.261
C -3.89 1.02 -2.62  -1.392
C -1.81 -0.85 -0.93  1.378
H -4.66 -2.25 -3.63  0.405
H -3.23 -3.03 -2.93  0.362
H -3.04 -1.72 -4.09  0.360
H -6.11 -0.74 -1.32  0.503
H -5.23 -0.48 0.20  0.239
H -5.38 -2.12 -0.46  0.333
H -4.72 0.97 -3.32  0.445
H -3.01 1.35 -3.17  0.247
H -4.12 1.77 -1.87  0.338
H -1.33 0.06 -1.32  -2.160
H -1.28 -1.68 -1.40  -0.076

Entry from the OMol25 dataset: the molecule C7H6O2S in a non-equilibrium geometry (the ωB97M-V functional and the def2-TZVPD basis).

The value obtained for the HOMO-LUMO gap is 8.808 eV. The spin multiplicity is 1. The HOMO energy comes out at -9.05 eV. The energy relative to the best compared isomer or geometry (same formula, charge and spin) is 51.7 kcal per mole. As for the maximum force: 1.68 eV/Å.

Each line ends with the Mulliken charge.
CARTESIAN COORDINATES (ANGSTROEM)
C -1.08 -0.69 -0.54  -0.542
C -2.31 -0.33 -0.89  -0.462
C -0.37 0.32 0.25  0.752
C -1.09 1.42 0.45  -0.475
C 2.61 1.62 -0.36  0.648
C 1.04 0.11 0.71  -0.964
C 1.99 0.49 -0.41  -0.574
O 3.20 2.62 -0.24  -0.388
O -3.75 1.32 0.63  -0.582
S -2.70 1.37 -0.38  0.314
H -0.62 -1.64 -0.76  0.359
H -3.02 -0.88 -1.47  0.431
H 1.23 0.75 1.58  0.402
H 1.21 -0.93 0.99  0.328
H -0.79 2.31 0.98  0.396
H 2.05 -0.14 -1.27  0.357